1.
A molecular structure, C8H9N2O3PtS5Sb, computed with wB97M-V/def2-TZVPD.

Element x y z (Å)
Pt -0.025 0.276 0.597
Sb 2.502 -0.723 2.610
S 0.230 4.563 -0.565
S 2.066 -3.027 2.607
S 2.188 -0.137 0.263
S -1.455 -1.348 -0.531
S 0.249 0.201 2.848
O -0.485 -1.964 0.423
O -0.665 -0.587 -1.530
O -2.284 -0.390 0.237
N 1.273 2.348 -1.606
N -0.172 2.166 0.255
C -2.641 3.511 2.703
C -1.621 5.292 1.433
C -2.453 -2.531 -1.317
C -2.493 4.867 2.417
C -0.891 4.326 0.755
C -1.016 2.980 1.055
C -1.910 2.552 2.025
C 0.499 2.865 -0.658
H 1.735 2.949 -2.267
H -2.050 1.499 2.227
H -1.876 -2.971 -2.127
H -3.079 5.598 2.957
H -2.752 -3.277 -0.583
H -3.347 3.198 3.460
H -3.319 -1.995 -1.704
H 1.226 1.365 -1.822
H -1.519 6.341 1.189

Output
Relative energy (zero: lowest compared OMol25 entry of this formula, charge and spin) (kJ/mol): 57.8
2S+1: 2
Gap between HOMO and LUMO (spin up / spin down) (hartree): 0.24783 / 0.23815
Charge: +1
Total energy (hartree): -2995.74512

---

2.
A molecular structure, C8H9N2O5SSc, computed with wB97M-V/def2-TZVPD.

Element x y z (Å)
Sc -0.566 -0.127 -2.300
S 2.047 -0.534 -1.705
O -3.928 -0.349 -3.792
O -2.170 0.836 0.804
O -2.193 -2.814 -0.843
O -3.012 3.225 -0.008
O -4.363 -0.395 -0.839
N 2.103 -1.436 0.802
N 1.980 0.893 0.580
C 2.012 -0.344 0.019
C 1.418 -1.519 2.109
C -3.404 3.843 -0.900
C 2.761 1.232 1.796
C -1.629 -1.999 -1.450
C -1.579 0.902 -0.195
C -3.329 -0.119 -1.334
C -3.246 -0.385 -2.817
H 0.311 0.404 -3.686
H 3.786 0.820 1.775
H 2.108 -1.240 2.922
H 0.514 -0.883 2.140
H 2.818 2.326 1.819
H 1.942 1.637 -0.127
H 2.252 0.894 2.710
H 2.248 -2.303 0.270
H 1.117 -2.565 2.248

Output
Relative energy (zero: lowest compared OMol25 entry of this formula, charge and spin) (kJ/mol): 223.6
Gap between HOMO and LUMO (spin up / spin down) (hartree): 0.22091 / 0.22512
Charge: +2
Total energy (hartree): -1954.03304

---

3.
A molecular structure, C8H9N2OPtS5, computed with wB97M-V/def2-TZVPD.

Element x y z (Å)
Pt 0.428 -0.178 -0.659
S 5.030 -1.066 0.719
S 2.014 -0.803 0.928
S 7.686 -0.689 -0.565
S 2.154 0.743 -1.896
S 5.153 0.283 -1.782
O -0.960 1.884 0.541
N -2.111 -1.913 -1.449
N -1.538 1.165 2.588
C -0.181 3.205 2.363
C -0.930 2.045 1.753
C 3.557 0.109 -1.105
C 6.050 -0.432 -0.507
C 3.498 -0.531 0.081
C -2.128 -0.026 1.981
C -1.334 1.222 4.026
C -1.171 -1.290 -1.184
H -0.769 3.748 3.105
H -2.646 -0.585 2.758
H -1.668 2.172 4.444
H -0.290 1.068 4.313
H 0.105 3.869 1.554
H -1.923 0.434 4.489
H 0.722 2.835 2.855
H -2.829 0.253 1.198
H -1.378 -0.667 1.518

Output
2S+1: 3
Gap between HOMO and LUMO (spin up / spin down) (hartree): 0.24989 / 0.23488
Charge: -1
Total energy (hartree): -2605.33610

---

4.
C8H9N3 in the gas phase, computed with wB97M-V/def2-TZVPD.

Element x y z (Å)
N -2.677 0.873 -0.553
N -2.670 0.463 0.788
N 0.856 3.009 0.384
C -0.175 -1.275 -0.113
C 1.038 -1.068 -1.069
C -1.501 0.145 1.239
C -0.453 0.209 0.180
C 1.064 0.562 0.699
C 2.011 -0.280 -0.264
C 1.245 1.930 0.561
C -1.507 0.969 -1.104
H 2.683 0.311 -0.887
H 2.671 -0.941 0.264
H -1.034 -1.729 -0.781
H -3.481 1.350 -0.856
H 0.734 -0.545 -1.884
H 0.104 -1.738 0.810
H -1.469 -0.293 2.223
H 1.431 -2.007 -1.332
H 1.130 0.055 1.695

Output
Relative energy (zero: lowest compared OMol25 entry of this formula, charge and spin) (kJ/mol): 525.2
Gap between HOMO and LUMO (hartree): 0.33210
Total energy (hartree): -474.31490

---

5.
C8H9N3 in the gas phase, computed with wB97M-V/def2-TZVPD.

Element x y z (Å)
N 2.882 -1.558 -1.764
N 1.094 0.628 -0.013
N -0.496 2.194 0.699
C -0.380 -1.670 -2.560
C 0.773 2.095 0.359
C 0.015 -0.168 -0.552
C 0.431 -1.075 -1.621
C 1.722 -1.370 -1.702
C -1.530 1.294 0.519
C -1.251 0.057 -0.059
C 1.524 0.042 1.224
H -2.178 -0.490 -0.327
H 1.835 0.433 -0.678
H 1.949 0.950 1.887
H -2.523 1.766 0.626
H 2.305 -0.808 1.158
H 0.077 -2.168 -3.391
H -0.862 3.103 0.765
H 0.652 -0.359 1.713
H -1.443 -1.513 -2.535

Output
Relative energy (zero: lowest compared OMol25 entry of this formula, charge and spin) (kJ/mol): 586.3
Gap between HOMO and LUMO (spin up / spin down) (hartree): 0.24026 / 0.24014
Total energy (hartree): -474.29164

---

6.
C8H9N3OS in the gas phase, computed with wB97M-V/def2-TZVPD.

Element x y z (Å)
S -1.025 1.814 -0.618
O -1.620 -2.044 -0.792
N 0.319 -1.022 -0.237
N 1.101 2.464 0.855
N 2.160 -0.171 0.883
C 2.274 2.167 1.494
C 0.979 0.104 0.292
C -1.940 0.243 -0.246
C 2.758 0.849 1.472
C -1.070 -1.016 -0.393
C 1.110 -2.223 -0.574
C 0.445 1.446 0.229
C -3.189 0.239 -1.093
H 2.841 2.964 1.951
H 2.149 -1.981 -0.742
H 3.731 0.607 1.926
H -3.770 1.151 -0.925
H -3.861 -0.603 -0.862
H -2.875 0.199 -2.147
H -2.224 0.330 0.798
H 0.960 -2.931 0.273
H 0.749 -2.589 -1.545

Output
Relative energy (zero: lowest compared OMol25 entry of this formula, charge and spin) (kJ/mol): 0.0
Gap between HOMO and LUMO (hartree): 0.32317
SMILES string: C[C@@H]1Sc2nccnc2N(C)C1=O
Total energy (hartree): -947.95130

---

7.
2 unconnected molecules or ions with the total composition C8H9N4S2, computed with wB97M-V/def2-TZVPD.

Element x y z (Å)
S 3.699 -0.470 -1.267
S 2.536 -1.355 1.403
N 4.369 0.504 0.887
N -1.357 -2.940 -0.562
N 4.947 1.332 0.029
N -2.456 -0.393 -0.470
C -1.263 -0.636 0.072
C 3.520 -0.421 0.474
C -0.631 -1.926 -0.155
C -3.024 0.758 -0.521
C -0.584 0.427 0.685
C -2.419 1.882 0.064
C 4.723 0.943 -1.153
C -1.115 1.694 0.556
H -3.017 2.734 -0.083
H -1.000 -3.882 -0.466
H 4.547 0.900 1.794
H 0.405 0.429 1.191
H -4.031 0.701 -1.010
H -0.435 2.375 0.985
H -2.330 -2.557 -0.683
H 5.195 1.541 -1.906
H 0.397 -1.894 0.079

Output
Relative energy (zero: lowest compared OMol25 entry of this formula, charge and spin) (kJ/mol): 0.0
Gap between HOMO and LUMO (hartree): 0.23922
Charge: +1
Total energy (hartree): -1325.34921

---

8.
A molecular structure, C8H9NO, computed with wB97M-V/def2-TZVPD.

Element x y z (Å)
O 3.392 -0.837 -0.429
N 1.956 -0.957 -0.559
C -2.246 0.829 -0.506
C 2.075 1.167 0.723
C -0.802 -1.367 0.348
C -0.827 0.993 -0.438
C -2.887 -0.288 -0.141
C -0.103 -0.127 0.015
C -2.234 -1.415 0.284
C 1.386 -0.030 0.012
H 2.742 1.012 1.332
H 1.389 1.769 1.216
H 2.760 1.656 -0.106
H -0.478 2.144 -0.717
H -2.792 -2.252 0.441
H -2.876 1.969 -0.860
H -3.946 -0.393 -0.250
H 3.843 -1.570 -0.953
H -0.353 -2.304 0.586

Output
Relative energy (zero: lowest compared OMol25 entry of this formula, charge and spin) (kJ/mol): 456.4
Gap between HOMO and LUMO (hartree): 0.36859
Total energy (hartree): -440.07751

---

9.
2 unconnected molecules or ions with the total composition C8H9NO, computed with wB97M-V/def2-TZVPD.

Element x y z (Å)
O -0.163 -1.272 1.363
N 0.726 0.558 0.334
C 0.095 2.746 -0.227
C -0.313 -0.108 0.557
C -1.571 -0.026 -0.134
C 0.144 -1.124 -2.246
C 1.038 1.752 -0.304
C -2.677 0.336 -0.440
C -0.223 -2.055 -1.580
C 1.075 -1.528 1.975
H -0.544 -3.012 -1.314
H 1.392 -2.542 1.693
H -3.685 0.483 -0.681
H 0.441 -0.157 -2.520
H 1.064 -1.351 3.116
H 2.092 1.820 -0.632
H 0.165 3.719 -0.645
H -0.906 2.534 0.214
H 1.849 -0.773 1.471

Output
Relative energy (zero: lowest compared OMol25 entry of this formula, charge and spin) (kJ/mol): 703.2
Gap between HOMO and LUMO (hartree): 0.32938
SMILES string: C#C/C(=N\C=C)OC.C#C
Total energy (hartree): -439.98349

---

10.
A molecular structure, C8H9NO5S, computed with wB97M-V/def2-TZVPD.

Element x y z (Å)
S -1.935 1.426 0.719
O -1.762 1.325 2.172
O 1.366 -1.074 0.504
O -1.639 -2.503 0.931
O -1.743 2.692 0.070
O 1.655 -3.411 0.955
N 0.742 -2.811 0.588
C 1.702 0.905 -0.990
C -0.457 -2.096 0.876
C 0.381 1.192 -0.754
C 2.013 -0.313 -0.485
C -3.780 1.064 0.255
C -0.582 0.466 -0.109
C 3.225 -0.726 -1.197
C 0.056 -0.590 0.749
H 3.926 -1.587 -0.834
H 3.931 0.101 -1.218
H -3.914 0.057 0.028
H -4.336 1.420 1.242
H -4.150 1.793 -0.504
H 2.950 -0.998 -2.142
H 0.090 0.069 1.677
H 2.358 1.530 -1.462
H -0.095 2.068 -1.070

Output
Relative energy (zero: lowest compared OMol25 entry of this formula, charge and spin) (kJ/mol): 936.2
Gap between HOMO and LUMO (spin up / spin down) (hartree): 0.27969 / 0.27964
Total energy (hartree): -1139.03769

---

11.
C8H9NS2 in the gas phase, computed with wB97M-V/def2-TZVPD.

Element x y z (Å)
S 2.511 -1.091 0.090
S -1.597 1.098 -0.374
N 0.980 -0.674 0.398
C 3.195 0.487 0.485
C -1.418 -0.537 -0.022
C -3.291 1.026 -0.088
C -0.109 -1.282 -0.171
C -3.654 -0.222 0.393
C -2.530 -1.121 0.494
C -0.253 -2.538 -0.701
C 2.799 1.600 -0.485
H 2.629 0.682 1.544
H 4.341 0.326 0.582
H -4.655 -0.403 0.686
H 3.068 1.525 -1.492
H -0.760 -2.884 -1.635
H 3.395 2.553 -0.085
H -3.929 1.864 0.025
H 1.796 1.776 -0.599
H -2.517 -2.185 0.955

Output
Relative energy (zero: lowest compared OMol25 entry of this formula, charge and spin) (kJ/mol): 563.7
Gap between HOMO and LUMO (spin up / spin down) (hartree): 0.26215 / 0.28129
Total energy (hartree): -1161.15680

---

12.
A molecular structure, C8H9O6PPt, computed with wB97M-V/def2-TZVPD.

Element x y z (Å)
Pt -0.295 1.672 -1.477
P 0.106 -0.888 1.019
O -0.788 4.301 -3.053
O 0.305 -0.862 -0.527
O 2.625 0.908 -2.507
O -1.507 -0.479 -3.458
O -3.035 1.777 0.139
O 0.988 3.101 1.074
C -2.056 1.684 -0.460
C -1.123 0.437 -2.894
C -0.613 3.355 -2.414
C 1.583 1.341 -2.267
C -1.764 -1.588 0.815
C 0.560 2.532 0.168
C 2.009 -0.371 1.349
C 0.492 -2.484 1.903
H 1.267 -2.238 2.634
H -0.439 -2.783 2.395
H -2.209 -1.925 1.769
H -2.466 -0.897 0.322
H 2.619 -1.066 0.741
H 2.293 0.637 1.011
H -1.681 -2.460 0.136
H 2.299 -0.481 2.409
H 0.830 -3.224 1.174

Output
Relative energy (zero: lowest compared OMol25 entry of this formula, charge and spin) (kJ/mol): 0.0
2S+1: 3
Gap between HOMO and LUMO (spin up / spin down) (hartree): 0.27092 / 0.22621
Charge: +2
Total energy (hartree): -1221.51933

---

Number 1: largest force on an atom 2.8 eV/Å. Number 2: largest force on an atom 9.4 eV/Å. Number 3: largest force on an atom 0.6 eV/Å. Number 4: largest force on an atom 4.6 eV/Å. Number 5: largest force on an atom 8.1 eV/Å. Number 6: largest force on an atom 2.6 eV/Å. Number 7: largest force on an atom 3.5 eV/Å. Number 8: largest force on an atom 10.2 eV/Å. Number 9: largest force on an atom 3.1 eV/Å. Number 10: largest force on an atom 7.2 eV/Å. Number 11: largest force on an atom 4.8 eV/Å. Number 12: largest force on an atom 7.3 eV/Å.